Record 1
{
  "formula": "C26H25F2NO2",
  "method": "wB97M-V/def2-TZVPD",
  "elements": ["F", "C", "C", "C", "C", "C", "C", "C", "C", "C", "C", "C", "F", "C", "C", "H", "H", "H", "H", "H", "H", "H", "H", "H", "C", "C", "N", "C", "C", "C", "C", "C", "C", "C", "C", "C", "C", "C", "O", "O", "H", "H", "H", "H", "H", "H", "H", "H", "H", "H", "H", "H", "H", "H", "H", "H"],
  "positions_angstrom": [[-2.57, 5.52, -1.21], [-2.67, 4.16, -0.89], [-3.88, 3.54, -0.77], [-3.88, 2.13, -0.64], [-2.69, 1.42, -0.66], [-1.45, 2.05, -0.64], [-0.24, 1.29, -0.24], [1.08, 1.97, -0.24], [2.26, 1.24, -0.37], [3.46, 1.86, -0.70], [3.58, 3.26, -0.69], [2.49, 3.98, -0.31], [2.57, 5.36, -0.12], [1.25, 3.38, 0.00], [-1.43, 3.47, -0.87], [-4.80, 4.12, -0.85], [-4.83, 1.59, -0.56], [-2.77, 0.33, -0.74], [-0.60, 0.97, 0.99], [2.24, 0.14, -0.35], [4.33, 1.25, -0.99], [4.51, 3.77, -0.92], [0.46, 4.02, 0.37], [-0.53, 4.03, -1.06], [0.71, -2.37, 3.24], [0.01, -2.89, 1.99], [-1.29, -2.20, 1.67], [-2.40, -2.65, 2.54], [-2.80, -4.09, 2.31], [-1.36, -0.92, 1.23], [-0.22, -0.20, 0.36], [-0.34, -0.95, -0.95], [0.94, -1.26, -1.70], [1.98, -2.06, -1.17], [3.22, -2.06, -1.82], [3.37, -1.40, -3.05], [2.29, -0.73, -3.63], [1.05, -0.72, -2.98], [-1.42, -1.38, -1.37], [-2.34, -0.20, 1.47], [1.52, -3.06, 3.49], [1.13, -1.37, 3.06], [0.04, -2.33, 4.11], [0.67, -2.90, 1.11], [-0.31, -3.93, 2.18], [-2.02, -2.56, 3.57], [-3.23, -1.96, 2.41], [-3.71, -4.29, 2.89], [-3.04, -4.30, 1.26], [-2.05, -4.79, 2.66], [0.84, -0.33, 0.73], [1.84, -2.63, -0.25], [4.09, -2.54, -1.37], [4.34, -1.39, -3.56], [2.39, -0.17, -4.56], [0.18, -0.22, -3.39]],
  "gap_ev": 8.02,
  "max_force_ha_per_bohr": 0.09321
}

---

Record 2
{
  "formula": "C5H7F",
  "method": "wB97M-V/def2-TZVPD",
  "elements": ["C", "C", "C", "C", "C", "F", "H", "H", "H", "H", "H", "H", "H"],
  "positions_angstrom": [[-0.16, -0.75, 0.47], [-1.18, -1.48, 0.96], [0.50, 0.62, 0.31], [1.16, -0.67, -0.15], [-0.33, 1.32, -0.77], [2.34, -0.98, 0.53], [-1.18, -2.47, 0.65], [-1.88, -1.02, 1.61], [0.88, 1.40, 1.04], [1.48, -0.79, -1.65], [0.34, 2.12, -1.19], [-1.22, 1.95, -0.29], [-0.76, 0.76, -1.52]],
  "relative_energy_kj_mol": 377.09,
  "gap_ev": 10.52,
  "max_force_ha_per_bohr": 0.09881
}

---

Record 3
{
  "formula": "C2H5ClS",
  "method": "wB97M-V/def2-TZVPD",
  "elements": ["C", "C", "H", "H", "H", "H", "H", "S", "Cl"],
  "positions_angstrom": [[-0.16, 0.54, 1.03], [0.64, 0.30, -0.20], [0.04, 1.44, 1.60], [-0.45, -0.32, 1.63], [1.38, 1.05, -0.47], [0.90, -0.72, -0.45], [-1.00, -1.74, -0.84], [-1.08, 0.77, -0.50], [-0.28, -1.32, -1.80]],
  "relative_energy_kj_mol": 228.62,
  "gap_ev": 9.09,
  "max_force_ha_per_bohr": 0.13115
}

---

Record 4
{
  "formula": "C11H26N4O4Si",
  "method": "wB97M-V/def2-TZVPD",
  "elements": ["C", "C", "Si", "C", "C", "C", "C", "C", "C", "C", "O", "O", "H", "H", "H", "H", "H", "H", "H", "H", "H", "H", "H", "H", "H", "H", "H", "H", "H", "H", "C", "O", "N", "N", "H", "H", "H", "H", "C", "O", "N", "N", "H", "H", "H", "H"],
  "positions_angstrom": [[2.71, -2.67, 1.09], [2.89, -1.70, 0.11], [1.58, -0.39, -0.33], [0.77, -0.86, -1.99], [-0.78, -0.76, -2.06], [-1.56, -1.37, -0.88], [-2.80, -2.15, -1.42], [-2.10, -0.22, 0.02], [2.50, 1.29, -0.37], [1.96, 2.26, 0.69], [1.87, 3.39, 0.42], [1.58, 1.83, 1.94], [3.12, -2.52, 2.09], [2.10, -3.56, 0.89], [3.83, -1.70, -0.45], [0.59, -0.44, 0.75], [1.16, -0.17, -2.75], [1.15, -1.84, -2.27], [-1.07, -1.28, -2.98], [-1.04, 0.28, -2.25], [-0.99, -2.10, -0.29], [-2.84, -2.17, -2.51], [-3.75, -1.73, -1.08], [-2.75, -3.19, -1.10], [-3.12, -0.40, 0.35], [-1.51, -0.16, 0.94], [-2.09, 0.74, -0.49], [2.44, 1.80, -1.32], [3.54, 1.07, -0.12], [0.63, 1.62, 1.91], [-2.89, 2.81, -3.22], [-2.93, 1.89, -2.43], [-4.00, 3.51, -3.60], [-1.72, 3.24, -3.79], [-3.98, 4.28, -4.25], [-4.88, 3.22, -3.20], [-0.88, 2.75, -3.53], [-1.66, 4.00, -4.44], [1.57, -1.25, 4.86], [0.88, -1.67, 3.95], [2.12, -0.01, 4.83], [1.85, -1.99, 5.97], [2.70, 0.37, 5.56], [1.94, 0.55, 4.01], [1.45, -2.91, 6.02], [2.41, -1.66, 6.73]],
  "relative_energy_kj_mol": 58.34,
  "gap_ev": 6.91,
  "smiles": "C=C[Si@H](CCC(C)C)CC(=O)O.NC(N)=O.NC(N)=O",
  "max_force_ha_per_bohr": 0.06921
}